ORCA calculation (wB97M-V/def2-TZVPD) on a cluster of 2 separate species, C5H6O2 in total in a non-equilibrium geometry.

Last column: natural (NBO) charge in e.
Positions of all 13 atoms, in Å:
C: 1.419 -0.114 1.693  -0.48
C: -0.443 -0.110 0.299  -0.06
O: 0.412 0.649 -0.575  -0.51
C: -0.087 1.779 -1.081  0.64
O: -1.192 2.191 -0.851  -0.58
C: -0.824 -1.341 -0.360  -0.09
C: -1.127 -2.375 -0.901  -0.17
H: 2.150 -0.571 0.985  0.17
H: 0.188 -0.495 1.586  0.27
H: 1.678 0.979 1.688  0.17
H: -1.334 0.456 0.621  0.26
H: 0.638 2.305 -1.727  0.14
H: -1.399 -3.293 -1.378  0.24

Forces on atoms 1 to 6 (eV/Å):
C -0.9 -0.3 -0.2
C 0.3 0.1 -0.6
O 0.0 0.2 -0.4
C -0.8 0.4 0.1
O 0.3 0.1 -0.1
C 0.1 -0.4 0.2

The charge is 0. The calculation puts the orbital gap (alpha / beta) at 8.0 / 7.9 eV.